Computed, not measured: C43H29CaCl2N4O4S2Sb as an isolated structure, with the ωB97M-V functional and the def2-TZVPD basis.

CARTESIAN COORDINATES (ANGSTROEM)
Ca  -0.94443  1.73740  0.15720
Cl  -7.91998  3.78912  -0.61245
C  -6.47075  3.06787  0.05349
C  -5.30855  3.09910  -0.70461
C  -4.11576  2.54125  -0.24234
N  -2.93143  2.53666  -0.98938
C  -2.93933  2.77779  -2.29481
O  -3.86609  3.09473  -3.06222
C  -1.58505  2.58103  -2.98100
C  -1.59739  2.26443  -4.34036
C  -0.39453  2.08203  -4.99346
C  0.78854  2.25687  -4.28575
C  0.70690  2.58210  -2.94325
N  -0.45014  2.72660  -2.29806
C  -4.10659  1.95217  1.06437
C  -5.29973  1.91266  1.78429
C  -6.46893  2.46936  1.28924
Cl  -7.91688  2.38534  2.26861
N  -2.89273  1.52869  1.62540
C  -2.87832  0.70837  2.66656
O  -3.78247  0.04348  3.20534
C  -1.51431  0.64224  3.34002
C  -1.46081  0.52263  4.72799
C  -0.22775  0.57245  5.35046
C  0.91184  0.71932  4.57332
C  0.76347  0.79357  3.19878
N  -0.41747  0.74012  2.59225
H  -5.32482  3.54781  -1.68220
H  -2.55677  2.17552  -4.82782
H  -0.37320  1.81206  -6.04351
H  1.75968  2.13861  -4.74882
H  1.59690  2.72769  -2.34152
H  -5.30567  1.43115  2.74740
H  -2.39299  0.40750  5.26262
H  -0.15955  0.50477  6.43078
H  1.90143  0.77564  5.00552
H  1.62335  0.90178  2.54864
O  3.21916  -0.07486  -0.11550
C  2.38913  0.84476  -0.15291
O  1.12612  0.64541  -0.17081
C  2.92713  2.27175  -0.26273
C  4.13747  2.32668  -0.96869
C  4.79105  3.51086  -1.25138
C  4.22435  4.69499  -0.78746
C  3.04866  4.65821  -0.07323
C  2.34781  3.46717  0.21720
S  0.90036  3.67310  1.18844
H  4.54970  1.38228  -1.29889
H  5.71619  3.50739  -1.81555
H  4.69752  5.65241  -0.98101
H  2.61263  5.58053  0.28896
S  -1.60850  -0.78941  -1.05467
Sb  0.28223  -1.85997  -0.35356
C  -0.42154  -3.90201  -0.37922
C  0.43039  -4.96285  -0.66848
C  -0.02615  -6.27452  -0.63403
C  -1.34532  -6.54219  -0.30017
C  -2.20268  -5.49043  -0.01404
C  -1.74492  -4.18064  -0.06015
C  1.00327  -2.05370  1.60939
C  0.04620  -2.41756  2.55710
C  0.41774  -2.69338  3.86059
C  1.75782  -2.63117  4.22306
C  2.70944  -2.27654  3.28373
C  2.33808  -1.97810  1.97654
C  1.74632  -1.97894  -1.84610
C  2.94131  -2.67655  -1.70910
C  3.84866  -2.71367  -2.75313
C  3.57363  -2.04059  -3.93827
C  2.38957  -1.33864  -4.07345
C  1.47174  -1.31187  -3.03023
H  1.46430  -4.77820  -0.93689
H  0.65292  -7.08579  -0.87126
H  -1.70207  -7.56485  -0.26843
H  -3.23936  -5.67697  0.24060
H  -2.43591  -3.36727  0.13239
H  -1.00691  -2.46341  2.29588
H  -0.34231  -2.93724  4.59180
H  2.05241  -2.84164  5.24447
H  3.75313  -2.20698  3.56642
H  3.07387  -1.63332  1.26229
H  3.18903  -3.16843  -0.77579
H  4.78160  -3.25078  -2.63350
H  4.29541  -2.05810  -4.74636
H  2.17065  -0.79582  -4.98485
H  0.54892  -0.74901  -3.12969

Output
charge: -2
gap between HOMO and LUMO: 6.08 eV
2S+1: 1

Computed, not measured: C25H42Cl2O2P2Rh as an isolated structure in a non-equilibrium geometry, with the ωB97M-V functional and the def2-TZVPD basis.

CARTESIAN COORDINATES (ANGSTROEM)
Rh  0.02920  -0.30825  1.70088
C  -0.88353  -1.96675  2.71479
C  0.43404  -2.29799  2.22196
C  0.66308  -0.73291  3.93009
C  -0.72593  -1.01832  3.78522
C  1.38373  -1.48615  2.94167
C  -2.17232  -2.62012  2.33564
H  -2.10568  -3.08172  1.34972
H  -2.97580  -1.87796  2.34471
H  -2.44059  -3.40210  3.05638
C  -1.81054  -0.46092  4.63847
H  -2.79493  -0.71502  4.24151
H  -1.70431  0.62874  4.69756
H  -1.74197  -0.85726  5.65916
C  1.25318  0.16929  4.95230
H  1.15010  -0.26667  5.95465
H  0.71976  1.12664  4.94207
H  2.31436  0.34068  4.76146
C  2.87200  -1.53208  2.82672
H  3.30766  -2.13995  3.63285
H  3.28329  -0.52075  2.92516
H  3.18318  -1.96590  1.87289
C  0.77277  -3.47110  1.36023
H  0.96260  -4.36182  1.98036
H  1.68396  -3.27506  0.78781
H  -0.05782  -3.71497  0.69373
C  -1.55322  1.01764  -3.72992
C  -1.74266  -0.29432  -3.94389
C  -0.98292  -1.11881  -4.94193
C  0.50096  -0.71194  -5.17206
C  1.25586  -0.26911  -3.96437
C  1.43246  1.02440  -3.62748
C  0.69438  2.17314  -4.24665
C  -0.78101  1.90151  -4.65912
H  -1.48372  -1.09661  -5.92494
H  0.54422  0.06433  -5.94648
H  -1.01836  -2.17028  -4.62145
H  -0.80035  1.48551  -5.67393
H  -2.09101  1.54571  -2.93741
H  -2.61720  -0.79764  -3.50719
H  -1.28775  2.88083  -4.69624
H  0.70494  3.01074  -3.53266
H  2.21012  1.33012  -2.91430
H  1.22807  2.53402  -5.14294
H  1.00496  -1.60722  -5.57340
H  1.75151  -1.08208  -3.42947
P  -1.24640  -0.05354  -0.23881
C  -2.79160  0.83131  -0.21838
C  -1.30672  -1.64112  -1.09595
P  1.53187  0.49726  0.03950
C  0.05467  1.00921  -0.97999
C  2.54286  -0.71167  -0.84330
C  2.56904  1.88982  0.50254
H  -2.70381  1.68099  0.47917
H  -3.56357  0.13160  0.13428
H  -3.05206  1.19455  -1.22264
H  -1.30307  -1.50277  -2.17825
H  -2.24997  -2.12302  -0.80926
H  -0.46222  -2.28287  -0.82310
H  2.90342  2.43582  -0.39016
H  3.44066  1.48096  1.03538
H  2.01105  2.56504  1.16584
H  -0.14939  2.08191  -0.84365
H  0.12065  0.78220  -2.04536
H  3.48749  -0.81560  -0.29170
H  2.76890  -0.37361  -1.85841
H  2.04570  -1.68787  -0.88927
Cl  0.17386  4.75065  1.23528
C  -1.01081  4.11253  2.40409
Cl  -2.68556  4.14238  1.82266
C  -0.65859  2.64172  2.75641
O  -0.57628  2.38867  3.96685
O  -0.51621  1.87728  1.73204
H  -0.94273  4.68667  3.33200

Output
charge: +1
⟨S²⟩: 6.016
gap between HOMO and LUMO (alpha / beta): 6.77 / 5.90 eV
2S+1: 5

Computed, not measured: C29H21I2N6O9SZn as an isolated structure, with the ωB97M-V functional and the def2-TZVPD basis.

CARTESIAN COORDINATES (ANGSTROEM)
Zn  0.40298  0.48373  -0.03139
N  1.88242  1.79727  1.23560
N  1.50480  3.11918  0.92866
C  0.96644  3.33268  -0.36760
O  0.83446  4.49600  -0.74148
O  0.63381  2.27937  -1.00349
H  1.77273  1.61319  2.22422
H  2.82714  1.57036  0.93990
H  2.14134  3.85402  1.20564
I  0.44173  -2.10800  4.42180
C  -0.63354  -0.39851  3.92282
C  -1.35563  0.27737  4.91912
C  -2.06143  1.41753  4.64619
I  -3.09520  2.35338  6.20306
C  -2.07406  1.94668  3.32731
C  -2.72190  3.13477  2.92407
C  -2.63805  3.55578  1.62726
C  -1.91085  2.78484  0.70217
N  -1.31648  1.66932  1.04318
C  -1.36642  1.24796  2.32713
C  -0.60553  0.03329  2.59707
O  0.03354  -0.54255  1.65658
H  -1.33923  -0.11963  5.92546
H  -3.27295  3.71017  3.65676
H  -3.10822  4.47506  1.30618
H  -1.79414  3.10320  -0.32697
N  -0.69562  -0.28152  -1.64268
S  -1.21855  0.83431  -2.63722
C  0.01299  1.23540  -3.88467
C  0.59000  2.49871  -3.85700
C  1.58009  2.80042  -4.78496
C  1.98107  1.85122  -5.71382
C  1.39347  0.59072  -5.72900
C  0.40566  0.27836  -4.81041
C  -2.38591  0.02771  -3.74884
C  -2.87907  0.73225  -4.84229
C  -3.81406  0.13576  -5.66823
C  -4.25364  -1.15841  -5.40280
C  -3.76041  -1.84619  -4.30669
C  -2.82373  -1.24942  -3.46752
H  -0.14708  -1.00733  -2.11596
H  0.30970  3.20808  -3.08955
H  2.04471  3.77837  -4.76687
H  2.75956  2.09058  -6.42845
H  1.71536  -0.15342  -6.44675
H  -0.04195  -0.70791  -4.80021
H  -2.51941  1.73347  -5.05174
H  -4.19811  0.67647  -6.52368
H  -4.98053  -1.62610  -6.05448
H  -4.10088  -2.85193  -4.09725
H  -2.43469  -1.75478  -2.59322
O  1.81210  -1.58414  -2.66451
C  2.35427  -0.68809  -2.00716
O  2.17121  -0.38028  -0.79666
C  3.35016  0.19466  -2.75384
C  3.96548  -0.26788  -3.90743
C  4.82706  0.56987  -4.59181
C  5.08575  1.86776  -4.19261
C  4.44832  2.29436  -3.04618
C  3.59245  1.48747  -2.31838
N  4.69330  3.67118  -2.58080
O  5.23436  4.43903  -3.35369
O  4.32967  3.95949  -1.46127
N  5.45903  0.08736  -5.83172
O  5.19879  -1.03983  -6.20009
O  6.16594  0.86354  -6.44644
H  3.74808  -1.26406  -4.26452
H  5.74324  2.51490  -4.75014
H  3.07820  1.85914  -1.44632

Output
charge: -1
gap between HOMO and LUMO: 6.45 eV
2S+1: 1

Computed, not measured: C8H18Cl2N2O3PTb as an isolated structure in a non-equilibrium geometry, with the ωB97M-V functional and the def2-TZVPD basis.

CARTESIAN COORDINATES (ANGSTROEM)
C  -0.65312  -1.98564  -1.92304
C  -1.43147  -0.83153  -1.37415
H  -1.33276  -2.63464  -2.47928
H  -0.20919  -2.75734  -1.23785
H  0.11234  -1.69512  -2.65645
O  -2.63913  -0.71486  -1.54325
Cl  2.91232  -3.20778  -0.66298
Tb  1.24101  -1.45096  -0.29807
P  -0.19493  1.78146  -1.47540
C  -1.85594  2.47846  -1.36689
C  0.81587  3.23415  -1.16424
H  0.99087  1.14177  -3.51756
H  -0.06167  2.57099  -3.68900
H  -0.79834  0.94217  -3.69887
C  0.00365  1.55447  -3.26924
H  1.88846  3.02748  -1.24561
H  0.54819  3.98024  -1.93656
H  -1.88846  3.26393  -2.11899
H  -1.93883  2.88934  -0.35593
H  0.58339  3.66017  -0.17891
H  -2.58687  1.68465  -1.55150
C  -0.77150  0.27037  -0.52077
O  -0.69380  0.12399  0.72439
Cl  2.74535  0.58086  -0.14409
C  -0.59433  -2.89167  3.61670
N  0.28563  -1.75813  3.89672
C  1.02558  -1.20223  2.94805
N  1.72375  -0.09436  3.24415
O  1.08465  -1.74425  1.79551
H  -1.28957  -2.64287  2.79222
H  -1.17091  -3.09806  4.52810
H  -0.01122  -3.79031  3.35039
H  0.27750  -1.35384  4.83077
H  2.24196  0.37003  2.51173
H  1.64155  0.29907  4.16990

Output
charge: +2
⟨S²⟩: 12.687
gap between HOMO and LUMO (alpha / beta): 6.99 / 7.03 eV
2S+1: 7

Total energy? In order: -4810.9422; -2841.5414; -4896.3543; -2736.5805 a.u..
Energy above the lowest of the compared OMol25 structures with the same formula, charge and spin? In order: 0.000; 0.000; 0.000; 1.332 eV.
M? In order: 962.61; 610.37; 948.79; 451.05 g/mol.